## 1
{"formula": "ClZn", "method": "the ωB97M-V functional and the def2-TZVPD basis", "homo_lumo_gap_ev": 9.44, "charge": 1, "lumo_ha": -0.3184, "symbols": ["Zn", "Cl"], "positions_angstrom": [[23.36, 4.51, 22.56], [25.04, 4.83, 22.27]], "lowdin_charge": [0.77, 0.23]}

=====

## 2
{"formula": "ClZn", "method": "the ωB97M-V functional and the def2-TZVPD basis", "homo_lumo_gap_ev": 7.19, "charge": 1, "lumo_ha": -0.3501, "symbols": ["Zn", "Cl"], "positions_angstrom": [[0.95, -0.56, -0.39], [-0.95, 0.56, 0.39]], "lowdin_charge": [1.03, -0.03]}

=====

Energy ordering: 2 at the bottom, the next structure 24.8 kcal/mol above.

=====

## 1
{"formula": "C10H11NO", "method": "the ωB97M-V functional and the def2-TZVPD basis", "homo_lumo_gap_ev": 9.61, "charge": 0, "smiles": "N[C@@H]1C[C@H]2O[C@@H]1c1ccccc12", "lumo_ha": 0.0339, "symbols": ["C", "C", "C", "C", "C", "C", "C", "C", "C", "C", "H", "H", "H", "H", "H", "H", "H", "H", "H", "H", "H", "N", "O"], "positions_angstrom": [[0.30, -1.80, 0.60], [-0.51, -1.78, -0.78], [-1.58, -0.68, -0.36], [-0.47, -0.72, 1.44], [-0.10, 0.58, 0.73], [0.85, 1.60, 0.93], [0.77, 2.60, -0.04], [-0.12, 2.68, -1.10], [-0.77, 1.45, -1.45], [-0.93, 0.56, -0.40], [2.31, -1.46, 1.31], [2.18, -2.22, -0.01], [0.20, -2.76, 1.09], [0.00, -1.48, -1.63], [-1.02, -2.79, -0.88], [-2.57, -0.81, -0.91], [-0.25, -0.71, 2.57], [1.53, 1.74, 1.82], [1.56, 3.41, -0.16], [-0.06, 3.52, -1.88], [-1.31, 1.43, -2.33], [1.75, -1.39, 0.41], [-1.78, -0.99, 1.02]], "lowdin_charge": [-0.27, -0.02, -0.28, -0.23, -0.12, -0.02, -0.14, -0.08, 0.01, -0.19, 0.10, 0.06, 0.12, 0.08, 0.13, 0.18, 0.18, 0.13, 0.12, 0.12, 0.08, 0.03, -0.04]}

=====

## 2
{"formula": "C10H11NO", "method": "the ωB97M-V functional and the def2-TZVPD basis", "homo_lumo_gap_ev": 9.32, "charge": 0, "smiles": "C=Cc1ccccc1.CC#[N+][O-]", "lumo_ha": 0.0231, "symbols": ["C", "C", "C", "C", "C", "C", "C", "C", "C", "C", "N", "O", "H", "H", "H", "H", "H", "H", "H", "H", "H", "H", "H"], "positions_angstrom": [[-3.16, 0.18, 0.05], [-2.49, -0.92, 0.44], [-2.56, 1.08, -0.77], [-1.14, -1.15, 0.02], [-1.19, 1.01, -0.97], [-0.49, -0.23, -0.72], [1.63, 0.27, -1.97], [0.91, -0.47, -1.15], [1.66, 0.30, 1.46], [2.45, -0.87, 1.78], [1.53, 1.48, 1.39], [1.00, 2.54, 1.07], [-4.22, 0.45, 0.36], [-2.87, -1.66, 1.03], [-3.22, 1.89, -1.02], [-0.52, -2.01, 0.29], [-0.63, 1.79, -1.30], [2.56, 0.03, -2.29], [1.28, 1.25, -2.28], [1.29, -1.48, -0.83], [2.26, -1.75, 1.02], [2.45, -1.12, 2.79], [3.48, -0.63, 1.61]], "lowdin_charge": [-0.12, -0.07, -0.08, -0.04, 0.00, -0.24, 0.04, -0.16, -0.05, -0.06, -0.10, -0.02, 0.13, 0.07, 0.10, 0.11, 0.07, 0.02, 0.07, 0.10, 0.11, 0.06, 0.07]}

=====

Energy ordering: 1 at the bottom, the next structure 62.3 kcal/mol above.

=====

## 1
{"formula": "C7H10N2O", "method": "the ωB97M-V functional and the def2-TZVPD basis", "homo_lumo_gap_ev": 8.65, "charge": 0, "lumo_ha": 0.0218, "symbols": ["C", "C", "C", "C", "C", "C", "C", "N", "N", "O", "H", "H", "H", "H", "H", "H", "H", "H", "H", "H"], "positions_angstrom": [[-0.81, 1.36, 2.52], [-0.99, 0.38, 1.53], [0.79, 1.70, 1.15], [0.58, -1.72, -0.20], [1.76, -0.84, -0.59], [0.47, -0.19, -0.40], [-0.81, 0.13, -2.26], [0.22, 2.15, 2.25], [0.17, 0.57, 0.72], [-1.95, -0.38, -1.82], [-1.43, 1.62, 3.41], [-1.62, -0.51, 1.54], [1.78, 2.04, 0.61], [0.18, -2.19, -1.05], [0.35, -2.23, 0.73], [2.48, -0.49, 0.20], [2.14, -0.96, -1.55], [-0.34, -0.54, -2.98], [-0.87, 1.25, -2.54], [-2.11, -1.17, -1.28]], "lowdin_charge": [-0.19, -0.03, -0.16, -0.07, -0.10, -0.27, -0.08, 0.03, -0.08, -0.09, 0.11, 0.11, 0.17, 0.06, 0.10, 0.12, 0.07, 0.07, 0.12, 0.11]}

=====

## 2
{"formula": "C7H10N2O", "method": "the ωB97M-V functional and the def2-TZVPD basis", "homo_lumo_gap_ev": [9.08, 7.37], "charge": 0, "lumo_ha": [0.0248, 0.0096], "symbols": ["C", "C", "C", "C", "C", "C", "C", "N", "N", "O", "H", "H", "H", "H", "H", "H", "H", "H", "H", "H"], "positions_angstrom": [[-1.68, -0.33, 0.76], [-2.85, 1.25, -0.30], [-1.15, -0.06, -0.44], [0.73, -0.21, -2.05], [2.40, 1.40, 1.48], [0.06, -0.66, -1.01], [1.63, -2.08, 0.06], [-1.87, 1.01, -1.04], [-2.79, 0.44, 0.81], [0.41, -1.76, -0.31], [-1.42, -0.99, 1.51], [-3.57, 2.01, -0.53], [0.38, 0.64, -2.70], [1.68, -0.70, -2.26], [2.44, 2.19, 0.77], [1.68, 1.39, 2.15], [2.89, 0.42, 1.29], [1.90, -3.04, 0.56], [2.40, -1.47, -0.37], [-3.30, 0.56, 1.62]], "lowdin_charge": [-0.03, -0.20, -0.20, 0.08, 0.11, -0.35, -0.03, 0.12, 0.06, -0.08, 0.11, 0.12, 0.10, 0.06, -0.02, -0.08, 0.00, 0.08, 0.04, 0.12]}

=====

Energy ordering: 1 at the bottom, the next structure 14.8 kcal/mol above.

=====

## 1
{"formula": "C6H11P", "method": "the ωB97M-V functional and the def2-TZVPD basis", "homo_lumo_gap_ev": 8.91, "charge": 0, "lumo_ha": 0.0153, "symbols": ["C", "C", "C", "C", "C", "C", "P", "H", "H", "H", "H", "H", "H", "H", "H", "H", "H", "H"], "positions_angstrom": [[-0.11, 0.87, 0.84], [-0.16, -0.14, -1.28], [-1.37, -0.20, -0.28], [0.81, 0.72, -0.41], [-1.93, -1.38, 0.45], [2.17, -0.01, -0.09], [-0.25, 1.78, 2.26], [0.20, -1.09, -1.51], [-0.42, 0.35, -2.20], [-2.21, 0.54, -0.47], [1.07, 1.68, -0.82], [-1.08, -1.72, 0.97], [-2.28, -2.17, -0.29], [-2.64, -1.13, 1.22], [2.15, -0.87, 0.59], [2.88, 0.69, 0.19], [2.43, -0.56, -1.00], [0.75, 2.61, 1.84]], "lowdin_charge": [-0.48, -0.14, -0.21, -0.37, -0.12, -0.06, 0.77, 0.08, 0.10, 0.12, 0.11, 0.05, 0.10, 0.07, 0.08, 0.04, 0.07, -0.19]}

=====

## 2
{"formula": "C6H11P", "method": "the ωB97M-V functional and the def2-TZVPD basis", "homo_lumo_gap_ev": 8.53, "charge": 0, "lumo_ha": 0.0118, "symbols": ["C", "C", "C", "C", "C", "C", "P", "H", "H", "H", "H", "H", "H", "H", "H", "H", "H", "H"], "positions_angstrom": [[-2.52, -0.30, 0.33], [-1.34, -0.10, 0.30], [2.05, -0.48, 1.53], [-3.94, -0.35, 0.13], [1.76, 1.70, -0.26], [1.40, -0.99, -1.23], [1.13, 0.01, 0.23], [2.11, -1.48, 1.68], [2.00, 0.33, 2.33], [-4.03, 0.22, -0.82], [-4.32, -1.33, -0.06], [-4.61, 0.08, 0.96], [2.87, 1.62, 0.00], [1.47, 2.02, -1.25], [1.39, 2.60, 0.45], [2.06, -1.83, -0.74], [0.48, -1.26, -1.66], [2.02, -0.45, -1.94]], "lowdin_charge": [-0.33, -0.06, -0.27, -0.16, -0.24, -0.24, 0.76, -0.06, 0.04, 0.08, 0.05, 0.10, 0.06, 0.02, 0.09, 0.09, 0.01, 0.04]}

=====

## 3
{"formula": "C6H11P", "method": "the ωB97M-V functional and the def2-TZVPD basis", "homo_lumo_gap_ev": 7.89, "charge": 0, "smiles": "C=C(C)CCC#[PH2]", "lumo_ha": -0.0157, "symbols": ["C", "C", "C", "C", "C", "C", "P", "H", "H", "H", "H", "H", "H", "H", "H", "H", "H", "H"], "positions_angstrom": [[0.24, 0.35, 0.32], [1.12, 0.50, -1.02], [-2.06, 1.24, 0.59], [-1.26, 0.24, 0.14], [2.58, 0.47, -0.86], [-1.87, -1.01, -0.49], [3.41, -0.23, 0.45], [0.71, -0.54, 0.79], [0.46, 1.23, 0.99], [0.72, -0.35, -1.64], [0.87, 1.53, -1.47], [-3.14, 1.30, 0.26], [-1.75, 2.07, 1.06], [-1.22, -1.61, -1.18], [-2.80, -0.52, -0.91], [-2.28, -1.83, 0.23], [3.25, -1.44, 1.02], [4.60, -0.70, -0.16]], "lowdin_charge": [-0.21, -0.34, 0.05, -0.37, -0.36, -0.08, 0.76, 0.08, 0.12, 0.12, 0.11, 0.08, 0.01, 0.08, 0.08, 0.10, -0.15, -0.09]}

=====

## 4
{"formula": "C6H11P", "method": "the ωB97M-V functional and the def2-TZVPD basis", "homo_lumo_gap_ev": [7.60, 8.07], "charge": 0, "lumo_ha": [-0.0111, 0.0112], "symbols": ["C", "C", "C", "C", "C", "C", "P", "H", "H", "H", "H", "H", "H", "H", "H", "H", "H", "H"], "positions_angstrom": [[1.69, -0.81, -0.26], [2.51, -1.78, -0.06], [1.47, 0.56, -0.60], [0.26, 1.23, 0.11], [-1.03, 1.02, -0.57], [-2.35, -0.74, 0.89], [-1.58, -0.79, -0.80], [2.26, -2.78, 0.22], [3.52, -1.87, -0.40], [2.31, 1.22, -0.46], [1.00, 0.71, -1.67], [0.12, 0.97, 1.20], [0.39, 2.37, 0.13], [-1.81, 1.49, 0.08], [-1.20, 1.47, -1.54], [-2.51, -1.75, 1.33], [-3.29, -0.39, 0.77], [-1.76, -0.13, 1.62]], "lowdin_charge": [-0.10, -0.03, -0.25, -0.33, -0.53, -0.41, 0.89, 0.04, 0.05, 0.10, 0.15, 0.11, 0.13, 0.08, 0.05, 0.03, -0.03, 0.03]}

=====

Energy ordering: 1 at the bottom, the next structure 21.7 kcal/mol above.